ORCA calculation (ωB97M-V with the def2-TZVPD basis set) on a structure of composition C43H50N7SSiTi in a non-equilibrium geometry.

Calculated values
Kohn-Sham gap (spin up / spin down) (hartree): 0.26730 / 0.25078
E_LUMO (spin up / spin down) (eV): -5.054 / -5.518
<S²>: 0.756
Multiplicity: 2
Relative energy (zero: lowest compared OMol25 entry of this formula, charge and spin) (kJ/mol): 69.4
Net charge: +2
Molar mass (g mol⁻¹): 772.94
HOMO level (spin up / spin down) (eV): -12.327 / -12.342

Geometry as XYZ:
```
103
C43H50N7SSiTi (ωB97M-V with the def2-TZVPD basis set)
Ti 1.038 -0.036 0.807
C 2.188 0.199 3.533
N 2.301 1.111 2.377
C 3.679 1.233 1.879
C 4.058 0.127 0.935
C 5.394 -0.182 0.738
C 5.745 -1.130 -0.206
C 4.726 -1.743 -0.921
C 3.419 -1.388 -0.665
N 3.067 -0.462 0.243
C 1.730 2.421 2.723
C 0.272 2.472 2.368
C -0.492 3.558 2.757
C -1.792 3.674 2.295
C -2.281 2.685 1.456
C -1.475 1.608 1.161
N -0.211 1.482 1.597
C 2.164 -1.250 3.129
C 2.774 -2.214 3.907
C 2.692 -3.549 3.539
C 2.009 -3.858 2.373
C 1.432 -2.845 1.638
N 1.470 -1.551 2.010
H 1.247 0.412 4.048
H 3.003 0.370 4.243
H 4.402 1.296 2.699
H 3.748 2.154 1.297
H 6.151 0.326 1.321
H 6.782 -1.381 -0.381
H 4.941 -2.493 -1.669
H 2.618 -1.851 -1.221
H 2.225 3.196 2.137
H 1.885 2.665 3.778
H -0.051 4.314 3.394
H -2.404 4.517 2.586
H -3.279 2.734 1.043
H -1.860 0.795 0.569
H 3.312 -1.914 4.796
H 3.151 -4.317 4.145
H 1.915 -4.882 2.040
H 0.886 -3.068 0.733
C 0.144 -0.978 -0.815
Si -1.693 -1.391 -1.011
C -2.564 -2.003 0.616
N -1.959 -1.776 1.951
C -1.698 -3.074 2.592
C -2.960 -3.879 2.926
C -4.010 -3.010 3.641
C -3.391 -1.684 4.067
C -2.786 -0.943 2.869
C -1.937 -2.826 -2.208
C -3.119 -3.572 -2.175
C -3.351 -4.601 -3.074
C -2.396 -4.912 -4.031
C -1.211 -4.191 -4.077
C -0.989 -3.159 -3.177
C -2.577 0.098 -1.802
C -3.826 -0.067 -2.404
C -4.471 0.984 -3.039
C -3.885 2.241 -3.074
C -2.643 2.429 -2.483
C -1.992 1.366 -1.872
H 0.414 -0.352 -1.676
H 0.642 -1.942 -0.988
H -2.652 -3.083 0.468
H -3.597 -1.637 0.607
H -1.119 -2.886 3.501
H -1.074 -3.676 1.934
H -2.657 -4.727 3.543
H -3.384 -4.292 2.010
H -4.413 -3.528 4.510
H -4.848 -2.808 2.970
H -2.624 -1.863 4.824
H -4.147 -1.039 4.514
H -2.168 -0.138 3.273
H -3.595 -0.483 2.299
H -3.877 -3.348 -1.429
H -4.275 -5.164 -3.027
H -2.575 -5.711 -4.739
H -0.461 -4.436 -4.818
H -0.058 -2.604 -3.242
H -4.303 -1.041 -2.390
H -5.432 0.825 -3.510
H -4.387 3.066 -3.562
H -2.195 3.418 -2.487
H -1.012 1.527 -1.433
C 0.099 4.271 -5.125
C 1.135 4.300 -4.056
C 2.227 5.120 -4.063
C 3.143 5.029 -2.996
N 2.960 4.185 -1.989
C 1.888 3.397 -1.971
S 1.584 2.337 -0.695
N 0.995 3.450 -3.011
C 4.363 5.882 -2.971
H 0.250 5.090 -5.822
H -0.903 4.349 -4.703
H 0.154 3.331 -5.680
H 2.384 5.819 -4.870
H 0.201 2.823 -2.980
H 4.314 6.667 -3.721
H 5.242 5.264 -3.169
H 4.497 6.318 -1.983
```